# 1
Entry from OMol25: a 2-piece molecular cluster, C30H60Br2N3O2 overall (the ωB97M-V functional and the def2-TZVPD basis).

Geometry (Å):
C 0.239 0.215 -0.155
C 0.072 -1.364 -0.066
C -0.538 -1.892 -1.440
C 0.486 -2.946 -2.077
C -0.399 -3.919 -3.008
C -1.454 -3.135 -3.920
C -2.952 -3.221 -3.394
C -3.609 -1.826 -3.054
C -4.864 -1.927 -2.072
C -4.440 -1.758 -0.543
C -4.859 -0.362 0.081
C -3.627 0.596 0.382
C -2.964 0.333 1.816
C -2.170 1.640 2.209
C -1.191 1.461 3.455
C -0.412 0.091 3.463
C 1.097 0.218 3.952
C 2.028 0.701 2.742
C 3.078 -0.386 2.290
C 4.324 0.223 1.519
N 3.970 0.850 0.232
C 5.058 1.723 -0.240
C 4.703 2.547 -1.539
N 3.514 1.993 -2.293
C 2.228 2.622 -1.825
Br 1.983 3.471 -0.064
C 1.121 2.628 -2.711
C 1.139 2.031 -4.152
Br -0.583 3.485 -2.164
C 3.444 0.498 -2.264
C 4.377 -0.234 -3.316
N 4.387 0.346 -4.679
C 3.753 -0.139 -0.836
H -0.144 0.669 -1.104
H 1.330 0.473 -0.081
H -0.265 0.675 0.737
H 1.016 -1.902 0.238
H -0.673 -1.578 0.757
H -0.710 -1.092 -2.202
H -1.457 -2.487 -1.188
H 1.328 -2.465 -2.641
H 0.854 -3.574 -1.219
H 0.292 -4.574 -3.608
H -0.983 -4.549 -2.273
H -1.415 -3.655 -4.926
H -1.126 -2.073 -4.131
H -3.016 -3.879 -2.476
H -3.553 -3.739 -4.201
H -2.906 -1.068 -2.618
H -3.971 -1.386 -4.036
H -5.310 -2.951 -2.252
H -5.618 -1.132 -2.352
H -4.976 -2.577 0.022
H -3.335 -1.948 -0.452
H -5.520 0.164 -0.671
H -5.507 -0.547 0.984
H -3.890 1.686 0.243
H -2.836 0.381 -0.403
H -2.328 -0.583 1.695
H -3.786 0.143 2.568
H -1.650 2.100 1.315
H -2.951 2.404 2.512
H -0.418 2.288 3.345
H -1.725 1.691 4.435
H -0.379 -0.407 2.454
H -0.928 -0.583 4.205
H 1.412 -0.803 4.336
H 1.188 0.898 4.852
H 2.566 1.646 3.045
H 1.313 0.921 1.896
H 2.597 -1.110 1.566
H 3.454 -0.898 3.221
H 4.881 0.951 2.182
H 5.045 -0.630 1.327
H 5.404 2.424 0.575
H 5.972 1.084 -0.484
H 4.525 3.639 -1.382
H 5.566 2.474 -2.274
H 3.631 2.358 -3.258
H 1.690 2.748 -4.850
H 1.537 0.986 -4.222
H 0.072 1.975 -4.519
H 2.384 0.202 -2.518
H 3.960 -1.285 -3.422
H 5.433 -0.385 -2.941
H 5.024 1.157 -4.630
H 3.481 0.740 -4.947
H 2.847 -0.757 -0.553
H 4.600 -0.899 -0.925
O -4.370 2.908 8.490
C -3.432 2.063 8.099
C -3.810 1.458 6.634
O -2.878 0.600 6.244
H -3.257 1.176 8.740
H -2.406 2.468 7.986
H -3.974 2.344 5.988
H -4.839 1.062 6.738

Energy: -180721.809 eV
HOMO-LUMO gap: 1.20 eV
Charge: -1

=====

# 2
Entry from OMol25: C30H60BrCaF5MgN8O17P2S3 as an isolated structure (the ωB97M-V functional and the def2-TZVPD basis).

Geometry (Å):
C -4.734 -2.498 -0.089
C -3.859 -1.638 -1.025
P -4.966 -0.415 -1.825
C -5.288 -1.005 -3.584
C -6.687 -1.595 -3.768
C -4.064 1.210 -2.120
C -2.735 0.716 -2.459
N -1.668 0.319 -2.730
C -4.209 2.160 -0.886
C -4.711 1.390 0.240
N -5.093 0.796 1.151
O -4.878 3.350 -1.153
C -6.243 3.456 -0.744
C -7.200 2.485 -1.455
C -7.999 1.609 -0.466
C -8.140 3.291 -2.391
C -9.221 4.051 -1.644
C -8.690 2.395 -3.493
P -2.384 2.522 -0.445
N -2.094 3.877 -1.400
O -2.411 2.996 1.078
H -5.131 -3.364 -0.613
H -5.594 -1.910 0.222
H -4.159 -2.838 0.764
H -3.394 -2.310 -1.753
H -3.031 -1.175 -0.485
H -5.175 -0.095 -4.217
H -4.501 -1.736 -3.876
H -7.206 -1.608 -2.818
H -6.632 -2.586 -4.203
H -7.246 -0.976 -4.462
H -4.418 1.671 -3.041
H -6.529 4.463 -1.030
H -6.355 3.446 0.338
H -6.665 1.800 -2.115
H -7.621 0.591 -0.487
H -7.974 2.000 0.544
H -9.033 1.536 -0.790
H -7.491 4.035 -2.857
H -9.945 4.464 -2.344
H -8.814 4.904 -1.104
H -9.775 3.441 -0.937
H -9.403 1.671 -3.105
H -7.857 1.830 -3.925
H -9.114 2.973 -4.306
H -1.183 3.800 -1.825
H -2.217 4.763 -0.920
H -3.020 3.748 1.266
Ca -3.007 -0.664 -4.446
C -8.894 6.550 -5.951
C -10.208 7.207 -6.326
O -11.168 6.246 -5.872
C -10.597 5.504 -4.896
O -11.176 4.741 -4.196
O -9.267 5.756 -4.821
H -8.119 7.260 -5.680
H -8.519 5.890 -6.736
H -10.373 8.145 -5.796
H -10.314 7.378 -7.394
N 0.513 -0.618 -0.216
O 1.724 -0.475 -0.440
O -0.098 -1.628 -0.640
O -0.118 0.262 0.412
N 4.557 -2.423 1.486
S 4.839 -1.856 2.890
O 5.147 -2.771 3.931
O 4.017 -0.696 3.281
F 6.225 -1.163 2.606
S 3.196 -3.261 1.367
O 3.161 -4.018 0.171
O 2.045 -2.563 1.807
F 3.394 -4.390 2.479
Mg 4.193 0.766 4.518
C 8.607 -2.429 3.894
C 9.689 -2.611 2.845
N 10.895 -1.845 3.106
C 11.801 -1.822 1.975
C 12.436 -3.139 1.518
C 11.503 -2.053 4.406
C 11.938 -3.478 4.782
H 8.345 -1.377 3.999
H 7.718 -2.973 3.589
H 8.905 -2.813 4.871
H 9.283 -2.278 1.886
H 9.894 -3.689 2.735
H 12.595 -1.097 2.179
H 11.245 -1.407 1.128
H 13.244 -3.454 2.180
H 12.865 -2.989 0.521
H 11.707 -3.948 1.449
H 10.800 -1.704 5.165
H 12.360 -1.380 4.495
H 11.194 -4.223 4.500
H 12.074 -3.546 5.864
H 12.889 -3.751 4.325
C 13.668 -5.786 -1.827
C 13.657 -4.366 -2.301
O 12.637 -3.648 -2.043
N 14.685 -3.879 -2.967
C 15.913 -4.565 -3.335
H 12.741 -5.992 -1.302
H 13.753 -6.469 -2.672
H 14.502 -5.943 -1.141
H 14.585 -2.908 -3.237
H 16.762 -4.045 -2.894
H 16.019 -4.551 -4.419
H 15.907 -5.592 -2.991
C -5.793 4.959 3.387
F -6.107 5.411 4.603
F -5.335 3.702 3.526
F -6.935 4.885 2.675
S -4.553 6.037 2.559
O -3.413 5.973 3.439
O -5.217 7.311 2.477
O -4.380 5.352 1.283
C -3.710 -3.439 3.732
O -3.206 -3.377 2.625
N -4.311 -2.414 4.356
C -4.884 -2.551 5.679
C -4.384 -1.122 3.682
H -3.699 -4.366 4.331
H -5.953 -2.328 5.653
H -4.400 -1.861 6.372
H -4.745 -3.567 6.042
H -4.923 -1.219 2.744
H -3.379 -0.764 3.462
H -4.895 -0.404 4.318
Br 13.014 -1.655 -1.472

Energy: -237393.560 eV
HOMO-LUMO gap: 0.73 eV
Charge: 0